No. 1
Entry from OMol25: 12 unconnected molecules or ions with the total composition C45H78N12O15 (wB97M-V/def2-TZVPD).

```
150
Properties=species:S:1:pos:R:3:forces:R:3
O -0.55973 -7.75062 2.70435 -1.0 1.3 0.0
N -0.95471 -6.69677 2.22429 1.0 0.6 -0.9
O -0.77622 -6.37149 1.04773 -0.3 -0.4 0.8
C -1.58137 -5.60811 3.05964 -0.5 -0.4 1.1
C -2.04139 -5.93132 4.32152 -1.0 -0.7 0.8
C -2.65792 -5.01507 5.20943 1.1 -0.7 -1.5
C -2.76286 -3.70477 4.78114 -0.3 -0.1 -1.0
C -2.39149 -3.36181 3.46521 1.0 -1.4 -0.2
C -1.76967 -4.32690 2.59403 -0.4 1.4 0.7
H -2.08593 -6.98691 4.54546 0.4 -0.1 0.4
H -3.01315 -5.34373 6.17493 0.0 0.0 0.0
H -3.24811 -2.98759 5.42657 0.1 0.3 0.0
H -2.52248 -2.33521 3.15649 0.1 -0.1 -0.3
H -1.40353 -4.09405 1.60503 -0.2 0.3 -0.1
O 1.36870 -5.39398 4.71445 -0.6 1.1 0.9
N 2.09516 -5.68622 3.80685 0.0 -1.4 -1.4
O 2.52374 -6.81836 3.64310 0.4 0.4 0.0
C 2.40821 -4.70502 2.74856 0.4 1.3 -0.6
C 3.30888 -5.05957 1.72293 0.9 1.3 0.1
C 3.78760 -4.06256 0.85158 -0.8 0.3 0.8
C 3.31922 -2.70731 0.92861 2.1 -2.7 -1.4
C 2.47592 -2.41202 1.91355 -2.2 0.3 2.4
C 1.96055 -3.38000 2.82420 0.7 -0.2 -0.5
H 3.83612 -6.00213 1.72307 -0.4 -0.2 0.0
H 4.61954 -4.31553 0.21105 -0.2 0.0 -0.3
H 3.72574 -1.97576 0.24598 0.0 0.2 0.0
H 2.18294 -1.39201 2.11393 -0.2 0.0 -0.2
H 1.26805 -3.02786 3.57442 0.0 -0.3 0.2
O -0.39585 3.18922 0.80075 -1.5 0.6 1.5
N -1.30556 3.31413 1.64065 0.5 -1.4 -0.5
O -2.11073 2.39998 1.89704 1.1 1.8 -0.2
C -1.40019 4.59683 2.40378 0.6 1.7 -1.0
C -0.56818 5.68632 2.07342 1.1 -0.5 0.1
C -0.66019 6.93880 2.69207 0.7 -1.5 -1.3
C -1.56987 7.10914 3.66398 -1.9 0.3 1.5
C -2.50050 6.08847 3.97370 1.1 0.6 -0.8
C -2.41337 4.87568 3.29949 -1.1 -0.5 0.8
H 0.31849 5.62254 1.46011 -0.3 -0.7 -0.6
H 0.01608 7.71689 2.37016 0.0 0.0 0.1
H -1.57668 8.07135 4.15437 -0.4 0.0 0.3
H -3.32216 6.26301 4.65252 0.1 0.0 0.1
H -3.19970 4.16913 3.52055 0.1 -0.5 -0.2
C -3.51635 2.51064 -1.73685 0.3 0.9 0.4
N -4.82194 3.16279 -1.78417 1.3 -2.5 1.1
C -5.20736 4.30005 -2.32949 -1.9 1.5 -0.4
C -4.15205 5.33354 -2.79822 -0.8 -0.9 0.4
O -6.43659 4.48431 -2.37130 1.2 0.8 -0.4
H -3.55172 1.66567 -1.04920 -0.3 -0.3 -0.5
H -2.79832 3.13781 -1.20845 0.2 0.4 -0.3
H -3.15246 2.27395 -2.73669 0.1 -0.3 0.1
H -5.57281 2.54883 -1.50245 -0.2 0.4 -0.2
H -3.48494 4.85666 -3.51632 0.0 0.2 -0.1
H -3.56148 5.66321 -1.94345 0.1 -0.1 0.1
H -4.68321 6.19380 -3.20552 0.1 -0.2 -0.1
C -2.02658 -6.60901 -4.73396 0.0 1.0 0.0
N -1.65891 -5.90870 -3.51395 0.1 -1.1 0.9
C -1.39297 -4.58675 -3.43879 -0.7 0.7 0.7
C -1.33441 -3.94571 -2.06438 0.6 -1.6 1.2
O -1.25558 -3.89655 -4.41476 -0.1 0.5 -1.4
H -1.16113 -6.96185 -5.29486 -0.1 -0.1 0.0
H -2.54534 -5.85180 -5.32186 0.1 -0.2 -0.3
H -2.73360 -7.41057 -4.52015 0.2 0.0 0.1
H -1.41905 -6.45558 -2.69940 -0.3 0.0 0.0
H -1.71136 -4.60004 -1.27833 -0.6 -0.3 -0.1
H -1.79927 -2.97327 -1.90199 0.4 0.0 -0.8
H -0.28357 -3.98626 -1.77768 0.3 0.9 -0.1
C 4.25361 1.41990 -3.61142 0.8 -2.1 0.9
N 5.03855 1.01911 -2.40912 -0.6 1.3 0.6
C 5.94666 0.04172 -2.35298 0.4 -2.5 -1.6
C 6.61057 -0.29967 -1.01658 0.1 -0.3 0.0
O 6.19191 -0.69806 -3.33527 -0.3 1.3 1.1
H 4.91524 1.92747 -4.31337 -0.5 0.3 0.0
H 3.32318 1.89238 -3.29651 0.4 0.5 -0.1
H 3.95133 0.46237 -4.03552 0.0 0.2 -0.5
H 4.83919 1.51588 -1.55262 0.2 0.1 0.0
H 5.97332 -0.91273 -0.37927 -0.8 0.7 0.3
H 7.02057 0.56964 -0.50248 -0.3 -0.1 0.2
H 7.37770 -1.06593 -1.12824 0.4 0.5 -0.8
C 7.23933 3.97204 1.03686 -0.3 -1.3 1.0
N 5.85357 4.11267 1.54476 1.3 1.1 0.9
C 4.81150 3.40380 1.13448 -1.1 -0.2 -1.2
C 3.44370 3.64548 1.80210 1.3 -0.6 0.1
O 4.89288 2.66611 0.16262 0.0 -0.4 0.0
H 7.42665 4.25679 0.00152 -0.4 0.4 0.3
H 7.51564 2.92165 1.12871 -0.2 -0.3 -0.4
H 7.94655 4.37818 1.76003 -0.3 0.8 -0.3
H 5.70009 4.63193 2.39735 0.3 0.1 -0.2
H 3.11274 4.66475 1.60295 -0.3 -0.2 -0.3
H 3.52050 3.53418 2.88367 0.0 0.0 0.1
H 2.84255 2.82871 1.40261 -0.5 0.6 0.0
C 0.04152 2.62315 -3.71885 0.0 0.0 -0.6
N -0.16417 1.86585 -4.93637 0.4 -0.4 -0.5
C -1.27125 1.78359 -5.68737 -1.9 0.0 0.3
C -1.25042 0.81893 -6.88869 0.7 -0.4 1.2
O -2.31196 2.37766 -5.38737 0.3 -0.1 -0.1
H 0.47327 1.94648 -2.98143 -0.2 0.1 0.2
H -0.88327 3.08372 -3.37134 0.1 -0.2 0.0
H 0.78124 3.38957 -3.95016 0.0 0.3 0.3
H 0.67441 1.43068 -5.29346 0.2 -0.3 -0.1
H -2.22255 0.61984 -7.33972 0.2 1.1 -0.3
H -1.03955 -0.18196 -6.51209 0.5 0.0 0.3
H -0.39480 1.10080 -7.50234 -0.4 -0.1 -0.6
C -0.79104 2.33309 5.25226 -0.2 -0.3 1.4
N 0.22011 1.77746 4.38225 0.1 2.0 0.8
C 0.20528 0.55819 3.93191 0.0 -3.5 -2.9
C -0.56961 -0.51152 4.75133 0.2 0.7 -0.2
O 0.78842 0.21473 2.85233 -0.8 0.8 3.0
H -0.98409 1.69906 6.11762 0.2 -0.4 -0.1
H -1.76962 2.41964 4.78005 0.1 0.5 -0.3
H -0.41078 3.22852 5.74388 -0.2 0.3 -0.6
H 0.83969 2.43964 3.93759 -0.1 -0.2 -0.3
H -0.05257 -0.61372 5.70544 0.2 -0.3 0.0
H -0.65769 -1.45762 4.21725 0.5 0.2 0.0
H -1.58900 -0.24967 5.03482 0.0 0.4 -0.2
C 1.99631 0.62302 -0.58235 0.1 -0.7 0.1
N 0.81400 0.18888 0.15789 2.3 2.2 0.1
C -0.09952 -0.45742 -0.51351 -1.7 -1.3 0.4
C -1.30648 -0.90627 0.28305 -0.1 -0.7 0.8
O 0.00643 -0.75344 -1.69113 0.0 0.1 -0.9
H 2.23513 -0.28596 -1.13447 0.8 0.4 -0.4
H 2.80697 0.94325 0.07218 -0.1 -0.4 0.3
H 1.87364 1.46095 -1.26858 -0.6 -0.1 -0.1
H 0.82980 0.40965 1.14334 -0.8 -0.3 0.0
H -1.66566 -1.86766 -0.08412 -0.4 0.4 -0.6
H -2.06934 -0.13095 0.35383 -0.1 -0.1 -0.4
H -1.07303 -1.18047 1.31185 0.5 0.5 0.3
C -6.76243 -0.67415 3.56851 -0.2 0.1 0.4
N -6.10177 0.57887 3.89816 -2.4 -1.7 -0.6
C -4.86993 0.97140 3.66191 0.8 0.1 0.8
C -3.87448 0.02358 3.06071 0.2 0.3 -0.2
O -4.58575 2.06006 4.10470 1.5 1.9 0.1
H -7.17799 -1.04025 4.50732 0.0 -0.5 -0.1
H -6.08859 -1.41663 3.14097 0.1 0.2 0.1
H -7.60296 -0.54739 2.88620 0.1 0.2 -0.2
H -6.68794 1.26315 4.35454 0.3 0.1 -0.1
H -3.86458 -0.89174 3.65247 -0.2 -0.2 -0.4
H -2.87678 0.46089 3.09912 -0.2 0.1 0.0
H -4.10934 -0.12072 2.00614 0.0 -0.5 0.0
C 0.62239 -1.65621 -4.79856 0.1 1.3 -2.0
N 1.59739 -1.57853 -5.98778 -0.8 -0.6 1.3
C 2.27060 -0.50858 -6.45419 -0.5 1.0 0.3
C 3.16355 -0.86589 -7.61092 0.5 0.5 0.0
O 2.22643 0.65129 -6.01705 0.0 -1.0 0.0
H -0.35379 -1.84955 -5.24329 0.0 0.0 0.2
H 0.59893 -0.64745 -4.38633 0.1 -0.2 0.2
H 0.74635 -2.39395 -4.00580 0.9 0.0 -0.5
H 1.53452 -2.24517 -6.74391 -0.2 -0.6 0.7
H 2.94527 -0.32578 -8.53219 -0.4 -0.1 0.1
H 3.20136 -1.94440 -7.76419 0.2 0.2 -0.2
H 4.12976 -0.46486 -7.30481 0.3 -0.4 -0.1
```
Forces are in eV/Å.

Its multiplicity is 1. The energy above the lowest of the compared OMol25 structures with the same formula, charge and spin is 0.000 eV. As for the electronic energy: -96517.035 eV. Its SMILES is O=[N+]([O-])c1ccccc1.O=[N+]([O-])c1ccccc1.O=[N+]([O-])c1ccccc1.CNC(C)=O.CNC(C)=O.CNC(C)=O.CNC(C)=O.CNC(C)=O.CNC(C)=O.CNC(C)=O.CNC(C)=O.CNC(C)=O. The value obtained for the HOMO-LUMO gap is 0.268 hartree.

Results of the Löwdin charge analysis, in e, for atoms 1 through 2: number 1, O, carries 0.0899; number 2, N, carries -0.3166

No. 2
Entry from OMol25: 9 unconnected molecules or ions with the total composition C25H31F5O25 (wB97M-V/def2-TZVPD).

```
86
Properties=species:S:1:pos:R:3:forces:R:3
O 4.07656 -17.36105 -0.54663 1.6 1.0 0.1
C 3.32746 -18.11540 -1.03179 -2.2 -0.4 -0.2
O 2.65138 -19.04610 -0.33369 -0.1 0.2 -0.9
C 1.79771 -19.72462 -1.25150 -0.1 -1.8 -0.7
C 1.71963 -18.80250 -2.49522 1.4 -2.7 2.0
F 0.63750 -18.08241 -2.35238 -2.1 2.1 -0.5
O 2.87045 -18.07457 -2.35340 1.6 1.3 0.8
H 2.29123 -20.66237 -1.54028 -0.1 0.1 0.2
H 0.82890 -19.99669 -0.79378 0.5 0.6 -0.2
H 1.79942 -19.29318 -3.44361 -0.5 -0.3 -0.5
O 9.86168 -14.96842 -4.20517 -0.2 1.3 -0.7
C 10.40789 -15.78060 -3.54481 -0.9 -1.8 0.8
O 9.78390 -16.90150 -3.13172 0.0 -0.6 0.2
C 10.77281 -17.83190 -2.62746 -0.9 -1.0 0.3
C 11.96771 -16.97211 -2.31677 0.0 0.9 -2.6
F 13.15664 -17.39135 -2.90573 -1.2 0.0 1.1
O 11.62480 -15.77684 -3.05868 1.9 1.0 0.6
H 10.39720 -18.31317 -1.70726 -0.1 0.2 -0.6
H 10.92642 -18.56594 -3.42952 0.3 0.1 0.4
H 12.05278 -16.70714 -1.28191 0.7 0.0 0.5
O 5.69428 -20.21506 -8.27950 -1.6 -2.4 1.8
C 6.21117 -19.45445 -8.97721 3.0 1.9 -2.3
O 7.34056 -19.63947 -9.71498 0.4 0.1 0.1
C 7.73199 -18.37655 -10.34684 0.6 -0.2 2.0
C 6.53522 -17.53110 -10.11763 -0.1 0.6 -1.3
F 5.78908 -17.37599 -11.27757 -0.1 -0.3 0.7
O 5.84503 -18.18459 -9.12395 -1.9 1.1 0.3
H 8.54369 -17.79902 -9.85163 -0.1 -1.2 0.4
H 8.07524 -18.57988 -11.31624 -0.2 -0.2 -1.5
H 6.79295 -16.55712 -9.75751 -0.1 0.7 0.0
O 2.52141 -21.05001 -5.01725 0.4 0.5 -1.5
C 2.65808 -20.29372 -5.95754 -0.5 -0.8 3.0
O 2.16074 -20.46262 -7.16512 0.8 1.0 -0.9
C 2.52929 -19.28034 -7.99079 0.9 -1.6 0.2
C 3.01572 -18.30326 -6.91531 2.1 1.2 -0.1
F 2.16604 -17.30026 -6.56288 -0.8 -0.3 -0.3
O 3.25967 -19.07383 -5.75582 -0.6 -0.7 -1.5
H 3.29888 -19.58435 -8.78938 -0.9 0.5 1.7
H 1.63766 -19.03562 -8.50728 -0.8 0.8 -0.3
H 3.96426 -17.78471 -7.14627 -0.4 -0.5 -0.2
O 9.20378 -16.04093 -7.99479 1.1 -0.3 -1.4
C 8.42778 -15.72285 -7.17437 -0.3 -0.3 0.7
O 7.89868 -14.51320 -7.03491 0.7 0.7 -1.3
C 7.00885 -14.46049 -5.98102 -1.1 -1.9 1.0
C 6.84192 -15.96776 -5.63867 0.0 0.4 -2.1
F 5.70852 -16.51001 -6.24092 -0.1 0.4 -0.4
O 7.94638 -16.59431 -6.25768 -0.8 0.7 0.5
H 7.44664 -13.97038 -5.13994 0.3 0.6 0.5
H 6.04675 -14.03644 -6.26196 0.1 0.1 -0.1
H 6.75068 -16.26139 -4.66202 0.2 -0.4 2.4
O 9.32370 -17.59180 0.57470 -2.3 2.7 -1.2
C 8.45870 -16.84532 0.07050 2.3 -2.4 1.5
O 8.03838 -15.65831 0.49855 0.1 0.5 0.5
C 6.76706 -15.25799 -0.19730 3.0 -2.9 -0.7
C 7.06444 -16.12729 -1.49310 -1.3 1.9 0.4
O 7.81008 -17.21197 -1.03261 -0.2 -0.6 0.0
H 6.04376 -15.62794 0.50130 -1.0 0.1 -0.3
H 6.83080 -14.21340 -0.34105 -0.3 1.0 -0.1
H 7.69035 -15.57397 -2.19416 0.0 0.3 0.0
H 6.16314 -16.42982 -1.99119 -0.3 -0.5 -0.1
O 9.62007 -21.22524 -3.41716 -1.2 0.7 -1.8
C 9.17582 -20.98164 -4.52385 0.1 -1.9 1.7
O 8.02072 -21.53127 -5.04673 0.7 0.7 0.4
C 8.00927 -21.27629 -6.45959 0.8 -0.3 0.0
C 8.98495 -20.11543 -6.65080 0.8 -0.7 1.3
O 9.79826 -20.26959 -5.43051 0.5 1.0 -1.3
H 8.39498 -22.19349 -6.94849 -0.4 0.5 0.0
H 7.02339 -21.01443 -6.76337 -0.7 -0.2 -0.2
H 8.62643 -19.10648 -6.60136 -0.8 0.4 -0.1
H 9.63178 -20.21069 -7.51349 0.1 -0.2 0.0
O 2.85119 -23.18144 -0.77855 -0.7 -0.1 1.0
C 3.52058 -23.25491 -1.74385 0.4 0.5 -0.2
O 3.56826 -24.30008 -2.58021 0.1 -0.1 -0.8
C 4.13449 -23.83833 -3.80406 1.5 0.7 -1.2
C 4.98759 -22.57418 -3.35178 -1.2 -1.6 -1.3
O 4.34636 -22.24935 -2.12917 -0.1 0.5 -0.3
H 4.84999 -24.54030 -4.29078 -0.8 -0.1 0.7
H 3.35304 -23.57173 -4.57582 0.6 -0.2 1.2
H 4.80956 -21.87103 -4.19356 0.5 0.3 1.1
H 6.03860 -22.81636 -3.14311 -0.3 0.2 -0.3
C 6.24964 -19.19660 -3.11979 -1.0 -1.3 1.1
O 5.93994 -18.09004 -3.92652 1.0 0.2 -0.7
H 5.31258 -19.58510 -2.77336 -0.8 -0.6 0.3
H 6.77838 -20.12092 -3.45781 0.1 1.3 -0.7
H 6.67514 -18.85974 -2.19953 0.8 0.4 0.3
H 5.14734 -18.26616 -4.43012 -0.3 -0.2 -0.1
```
Forces are in eV/Å.

Its multiplicity is 1. As for the electronic energy: -91202.377 eV. Its SMILES is O=C1OC[C@@H](F)O1.O=C1OC[C@@H](F)O1.O=C1OC[C@@H](F)O1.O=C1OC[C@@H](F)O1.O=C1OC[C@@H](F)O1.O=C1OCCO1.O=C1OCCO1.O=C1OCCO1.CO. The value obtained for the HOMO-LUMO gap is 0.394 hartree.

Results of the Löwdin charge analysis, in e, for atoms 1 through 2: number 1, O, carries 0.1924; number 2, C, carries -0.5229